Density functional theory data (ωB97M-V/def2-TZVPD) for 7 unconnected molecules or ions with the total composition C36H88BrIN8O11 in a non-equilibrium geometry.

Structure (ORCA input):
```
! wB97M-V def2-TZVPD RIJCOSX def2/J DEFGRID3
* xyz 0 1
C 1.38092 2.45829 -4.74821
C 2.28996 3.30276 -5.59314
O 1.95473 3.82320 -6.60355
O 3.54965 3.44101 -5.09570
C 3.87418 4.78744 -4.67224
C 3.62215 4.93691 -3.17074
C 3.41429 6.38894 -2.66922
N 4.58865 7.06949 -2.15613
O 2.91452 7.22363 -3.69929
C 1.52552 7.14378 -3.98544
C 0.65238 7.97004 -2.98966
C -0.59755 8.50719 -3.73648
C -1.36135 7.52137 -4.59420
O -0.99437 7.00083 -5.57335
Br -3.22700 7.28254 -4.02102
C 0.24107 7.22236 -1.69438
C 0.13203 5.70192 -1.72085
C -0.07340 5.12125 -0.31428
O -0.95716 5.39924 -2.60475
N 1.49457 9.16293 -2.73816
I 0.66655 10.59400 -1.50592
H 1.56006 1.39450 -4.95471
H 0.34520 2.67704 -5.02767
H 1.55362 2.62295 -3.68173
H 4.93865 4.90888 -4.89136
H 3.30058 5.48333 -5.29146
H 4.49757 4.52602 -2.64692
H 2.77673 4.30341 -2.86716
H 2.70458 6.35147 -1.82964
H 4.95597 6.59577 -1.33893
H 5.31513 7.13214 -2.86315
H 1.18553 6.10101 -4.04150
H 1.40986 7.57343 -4.98452
H -1.30122 8.96213 -3.03593
H -0.23968 9.28496 -4.42698
H -0.75361 7.58358 -1.38910
H 0.92536 7.50390 -0.87992
H 1.04192 5.25518 -2.14405
H -0.87301 4.36970 -0.34771
H -0.37702 5.89215 0.40296
H 0.82810 4.61781 0.05145
H -0.80177 4.53872 -3.02059
H 2.33713 8.87645 -2.23890
C -3.77493 3.08437 -1.06663
O -3.04621 3.10056 0.14615
C -3.50132 4.01305 1.12679
C -4.66453 3.50158 1.98404
C -6.01103 3.50419 1.26848
N -4.41815 2.16732 2.53532
H -4.13835 4.08410 -1.32316
H -4.62183 2.39503 -1.02922
H -3.09283 2.75162 -1.84929
H -2.64282 4.18234 1.78365
H -3.75322 4.97395 0.65795
H -4.73773 4.19085 2.83167
H -6.09308 2.66753 0.57375
H -6.81731 3.40248 1.99386
H -6.16443 4.42974 0.71063
H -3.59542 2.18469 3.13017
H -4.18142 1.54376 1.76814
C 0.95203 0.32262 -1.56606
O 0.63730 1.32024 -0.61551
C -0.47870 1.07534 0.22109
C -0.20396 0.16315 1.41920
C -0.08223 -1.31266 1.05829
N 0.97798 0.57061 2.18371
H 0.05778 -0.20065 -1.91904
H 1.66979 -0.40650 -1.18171
H 1.41406 0.85243 -2.39756
H -0.78065 2.05773 0.58623
H -1.31435 0.68762 -0.37789
H -1.06921 0.27441 2.08218
H 0.88512 -1.53743 0.60671
H -0.16829 -1.93231 1.95009
H -0.86349 -1.61943 0.36028
H 0.84948 1.51283 2.53974
H 1.76499 0.63342 1.54362
C -0.44456 -5.83955 0.17295
O -0.74648 -4.81659 1.09873
C -1.88894 -5.03848 1.90750
C -1.64225 -5.91600 3.13685
C -1.51377 -7.40269 2.82611
N -0.46532 -5.49390 3.90212
H -1.35707 -6.30417 -0.21497
H 0.18933 -6.61749 0.60623
H 0.09535 -5.38004 -0.65508
H -2.19006 -4.04482 2.25268
H -2.71074 -5.44305 1.30526
H -2.51522 -5.79091 3.78087
H -0.53792 -7.63819 2.39801
H -1.61127 -7.98142 3.74577
H -2.28862 -7.72652 2.12901
H -0.58856 -4.54553 4.24469
H 0.32934 -5.43589 3.26972
C 10.06557 2.24694 -6.64441
O 9.64897 3.52582 -6.20920
C 8.48218 4.03201 -6.82710
C 7.16823 3.54374 -6.20861
C 6.80003 2.10700 -6.56072
N 7.14020 3.69422 -4.75069
H 9.86821 2.10987 -7.71248
H 9.57713 1.44157 -6.09027
H 11.13959 2.18107 -6.47470
H 8.53759 5.11685 -6.70412
H 8.50294 3.81904 -7.90430
H 6.38332 4.19072 -6.61608
H 7.39006 1.39338 -5.98412
H 5.75095 1.93022 -6.32575
H 6.95628 1.90490 -7.62189
H 7.25861 4.67474 -4.50823
H 7.96600 3.24451 -4.36335
C -1.63306 -9.53994 7.45804
O -1.39237 -8.32953 6.77221
C -0.57854 -7.39084 7.45354
C 0.93171 -7.62281 7.31074
C 1.46634 -8.78402 8.14286
N 1.33637 -7.79468 5.91549
H -1.71898 -9.37394 8.53721
H -0.85013 -10.28138 7.27870
H -2.57723 -9.94091 7.08928
H -0.81722 -6.42521 7.00233
H -0.86620 -7.35047 8.51377
H 1.40982 -6.70716 7.67503
H 1.22805 -9.74359 7.68244
H 2.55180 -8.72104 8.21422
H 1.05400 -8.77622 9.15401
H 1.06526 -6.96079 5.39813
H 0.75487 -8.52928 5.51924
C -8.09810 -8.29547 2.71558
O -7.83200 -6.91943 2.89984
C -7.16010 -6.58014 4.09676
C -5.63561 -6.72618 4.03726
C -5.14193 -8.16774 4.09806
N -5.05260 -6.06940 2.86291
H -8.32738 -8.78431 3.66800
H -7.26323 -8.81928 2.24337
H -8.96717 -8.37273 2.06339
H -7.39755 -5.52786 4.27304
H -7.57042 -7.15811 4.93588
H -5.24814 -6.20844 4.92141
H -5.27263 -8.67380 3.14054
H -4.07805 -8.18916 4.33499
H -5.67387 -8.73695 4.86260
H -5.27159 -5.07724 2.88975
H -5.53625 -6.41552 2.03756
*
```

Computed properties:
Calculated total energy = -5561.698502 Eh
SMILES = CC(=O)OCC[C@@H](N)OC[C@@](CC(=O)Br)(C[C@@H](C)O)NI.COC[C@@H](C)N.COC[C@@H](C)N.COC[C@@H](C)N.COC[C@@H](C)N.COC[C@@H](C)N.COC[C@@H](C)N
LUMO level = 0.0031 hartree

Results of the Löwdin charge analysis, in e, for atoms 1 through 5: atom 1 (C): 0.02, atom 2 (C): -0.55, atom 3 (O): 0.15, atom 4 (O): -0.03, atom 5 (C): -0.14

Density functional theory data (ωB97M-V/def2-TZVPD) for 8 unconnected molecules or ions with the total composition C36H88N8O4 in a non-equilibrium geometry.

Structure (ORCA input):
```
! wB97M-V def2-TZVPD RIJCOSX def2/J DEFGRID3
* xyz 0 1
C -2.28786 -12.32476 -11.30376
C -2.10938 -13.68351 -11.99589
N -1.03465 -13.57601 -12.99781
C 0.29816 -13.26466 -12.50482
C 0.79695 -14.24682 -11.44397
C -1.10206 -14.72032 -13.90710
C -2.06369 -14.39958 -15.05398
H -3.25616 -12.20516 -10.81874
H -2.32844 -11.61872 -12.13754
H -1.43280 -12.09402 -10.67348
H -1.98186 -14.53378 -11.31381
H -3.03345 -13.90878 -12.52886
H 0.97276 -13.15205 -13.35776
H 0.30084 -12.24058 -12.11953
H 0.20705 -14.08175 -10.54173
H 0.66339 -15.27430 -11.78236
H 1.84730 -14.07318 -11.20552
H -1.33909 -15.72790 -13.54135
H -0.08730 -14.83362 -14.31284
H -2.08016 -15.10310 -15.88961
H -1.78523 -13.43122 -15.48400
H -3.10475 -14.24028 -14.76787
C 0.52795 -6.43887 -17.18960
C 0.89815 -7.94092 -17.22936
N 0.31195 -8.68701 -16.10137
C -1.15053 -8.64338 -16.11620
C -1.78551 -9.36388 -14.91538
C 0.75375 -10.09646 -16.26873
C 2.04414 -10.31213 -15.47556
H 0.93577 -5.98934 -18.09774
H 0.99951 -5.95304 -16.33583
H -0.53576 -6.22541 -17.16764
H 0.53070 -8.35002 -18.17859
H 1.98109 -7.97953 -17.14306
H -1.47861 -7.60900 -16.11570
H -1.54467 -9.11219 -17.03284
H -1.35958 -8.96173 -13.99714
H -2.86521 -9.20137 -14.89235
H -1.69235 -10.44761 -14.97418
H 0.75769 -10.34099 -17.33815
H 0.02328 -10.80547 -15.87361
H 2.71572 -9.46752 -15.65868
H 2.55164 -11.23979 -15.72918
H 1.79620 -10.15818 -14.42586
C 2.76789 -20.18816 -12.39482
C 3.91477 -20.94118 -13.07846
N 3.47246 -21.81436 -14.17786
C 3.15484 -21.02190 -15.35038
C 3.10616 -21.87834 -16.63051
C 2.43994 -22.75697 -13.78514
C 2.89584 -23.59181 -12.57722
H 3.04371 -19.50234 -11.58706
H 2.03220 -20.84493 -11.93250
H 2.34261 -19.49699 -13.12639
H 4.61967 -20.18271 -13.42716
H 4.55604 -21.52083 -12.41160
H 2.22986 -20.44247 -15.19626
H 3.88183 -20.23634 -15.57032
H 2.74716 -21.36723 -17.52678
H 4.09234 -22.30470 -16.78678
H 2.30365 -22.61183 -16.51450
H 2.25155 -23.40231 -14.64281
H 1.45418 -22.35060 -13.51666
H 2.24270 -24.45331 -12.40966
H 2.81355 -22.98317 -11.67883
H 3.87028 -24.05380 -12.72956
C 5.69941 -14.64197 -18.02712
C 4.73967 -15.79426 -17.75444
N 4.02163 -15.63560 -16.50352
C 3.33230 -16.88232 -16.15899
C 1.96256 -17.13477 -16.79984
C 3.12580 -14.47771 -16.36434
C 3.14604 -14.11858 -14.88456
H 5.14954 -13.72007 -18.24148
H 6.29440 -14.72865 -18.94129
H 6.43997 -14.49572 -17.24049
H 4.07031 -15.84800 -18.62553
H 5.39794 -16.66349 -17.77091
H 3.28752 -17.07993 -15.08489
H 3.96873 -17.69777 -16.51268
H 1.70846 -18.19622 -16.66747
H 1.99420 -17.01990 -17.88275
H 1.12781 -16.70304 -16.24842
H 3.43191 -13.60654 -16.94563
H 2.14345 -14.72387 -16.78575
H 3.05904 -14.93794 -14.17553
H 4.09604 -13.61877 -14.67799
H 2.42928 -13.34160 -14.59516
C -4.04409 -20.26378 -14.41721
N -2.67931 -19.85164 -14.63376
C -2.26502 -18.57523 -14.63021
C -0.91837 -18.25239 -15.19539
O -2.96687 -17.64872 -14.24781
H -4.72148 -19.67640 -15.04161
H -4.33973 -20.04033 -13.39253
H -4.20940 -21.30060 -14.69100
H -1.94332 -20.49082 -14.88582
H -0.42667 -17.42679 -14.67559
H -0.82749 -17.98993 -16.24752
H -0.16969 -19.03295 -14.99154
C 7.23390 -13.96679 -14.17758
N 8.28538 -14.18317 -13.18611
C 8.02059 -14.10177 -11.86671
C 9.21808 -14.26816 -10.96201
O 6.89822 -14.00884 -11.40387
H 6.34490 -13.69764 -13.61013
H 6.91117 -14.93834 -14.57567
H 7.66513 -13.40986 -15.00326
H 9.24857 -14.18524 -13.46448
H 10.16049 -14.51198 -11.45274
H 9.04324 -14.95984 -10.13809
H 9.41577 -13.35201 -10.39388
C 6.92943 -13.40445 -21.61737
N 6.29546 -12.29378 -22.26764
C 6.38746 -11.96057 -23.56837
C 5.34782 -11.07441 -24.17153
O 7.27633 -12.42876 -24.27858
H 7.71074 -13.85238 -22.22419
H 6.24762 -14.20789 -21.32560
H 7.38877 -13.08083 -20.67969
H 5.61594 -11.77079 -21.73822
H 4.47073 -11.09121 -23.51447
H 5.08310 -11.45929 -25.15108
H 5.59739 -10.02001 -24.28552
C -0.26148 -12.84677 -22.59035
N 0.55620 -13.36150 -21.50884
C 1.86794 -13.11614 -21.42547
C 2.57576 -13.95485 -20.37886
O 2.51598 -12.39194 -22.16340
H 0.39777 -12.73272 -23.44505
H -0.83025 -11.94570 -22.34044
H -1.10394 -13.49029 -22.86166
H 0.10084 -13.84976 -20.76248
H 3.26724 -14.66446 -20.83341
H 1.91483 -14.57452 -19.76644
H 3.12595 -13.34500 -19.65974
*
```

Computed properties:
Energy above the lowest of the compared OMol25 structures with the same formula, charge and spin = 26.39 kcal/mol
Calculated total energy = -2163.389699 Eh
SMILES = CCN(CC)CC.CCN(CC)CC.CCN(CC)CC.CCN(CC)CC.CNC(C)=O.CNC(C)=O.CNC(C)=O.CNC(C)=O
LUMO level = 0.0077 hartree

Results of the Löwdin charge analysis, in e, for atoms 1 through 5: atom 1 (C): -0.08, atom 2 (C): -0.25, atom 3 (N): -0.19, atom 4 (C): -0.26, atom 5 (C): -0.07